1.
C5H8HgO5 as an isolated structure. Source: the Open Molecules 2025 dataset; level of theory: ωB97M-V with the def2-TZVPD basis set.

Properties
* energy relative to the best compared isomer or geometry (same formula, charge and spin): 60.71 kJ/mol
* orbital gap (alpha / beta): 6.27 / 8.07 eV
* E_HOMO (alpha / beta): -2.4443 / -4.8350 eV

```
! wB97M-V def2-TZVPD RIJCOSX def2/J DEFGRID3
* xyz -1 2
O -0.56 0.98 1.26
C -0.76 -0.87 -0.55
C -1.90 1.23 1.38
O -0.98 -1.73 -1.43
O -1.93 -0.70 0.11
C -2.50 0.61 0.12
H -2.27 2.28 1.45
H -2.33 0.70 2.26
H -3.59 0.47 0.21
H -2.18 1.19 -0.76
O 3.01 0.87 -0.17
O 0.50 -0.43 -0.73
C 2.90 -0.38 -0.71
C 1.66 -1.16 -0.30
H 3.75 -1.07 -0.44
H 2.90 -0.38 -1.83
H 1.58 -1.22 0.80
H 1.68 -2.17 -0.73
Hg 1.03 1.77 0.07
*
```



2.
C5H8I2 as an isolated structure. Source: the Open Molecules 2025 dataset; level of theory: ωB97M-V with the def2-TZVPD basis set.

Properties
* energy relative to the best compared isomer or geometry (same formula, charge and spin): 62.27 kJ/mol
* orbital gap (alpha / beta): 7.15 / 7.26 eV
* E_HOMO (alpha / beta): -6.7865 / -9.1968 eV

```
! wB97M-V def2-TZVPD RIJCOSX def2/J DEFGRID3
* xyz 0 3
C 0.29 -1.20 0.95
C -0.50 -1.05 -0.32
C 0.99 -0.74 -0.31
C -2.28 2.70 0.50
C 1.90 -1.67 -1.13
I -1.96 0.57 -0.41
I 1.66 1.32 -0.25
H 0.03 -0.61 1.81
H 0.29 -2.19 1.33
H -1.64 3.25 -0.14
H -1.71 2.41 1.40
H -3.33 2.89 0.66
H 2.35 -2.45 -0.60
H 2.64 -1.03 -1.72
H 1.27 -2.19 -1.76
*
```



3.
An isolated molecule of C5H8IN. Source: the Open Molecules 2025 dataset; level of theory: ωB97M-V with the def2-TZVPD basis set.

Properties
* energy relative to the best compared isomer or geometry (same formula, charge and spin): 244.86 kJ/mol
* orbital gap: 8.62 eV
* E_HOMO: -8.7036 eV

```
! wB97M-V def2-TZVPD RIJCOSX def2/J DEFGRID3
* xyz 0 1
C -1.23 -1.47 0.36
C -0.40 -0.68 -0.58
C -0.73 0.72 -1.21
C 0.31 0.49 -0.13
C 0.95 1.26 1.02
N 1.76 0.99 -0.16
I 3.44 -0.22 0.10
H -1.89 -2.07 -0.14
H -1.85 -0.81 0.96
H -0.68 -2.10 0.97
H 0.14 -1.17 -1.38
H -0.16 0.88 -2.07
H -1.58 1.23 -0.98
H 0.70 2.29 1.38
H 1.24 0.67 1.87
*
```



4.
C5H8IN as an isolated structure. Source: the Open Molecules 2025 dataset; level of theory: ωB97M-V with the def2-TZVPD basis set.

Properties
* energy relative to the best compared isomer or geometry (same formula, charge and spin): 340.17 kJ/mol
* orbital gap: 7.98 eV
* E_HOMO: -8.0314 eV

```
! wB97M-V def2-TZVPD RIJCOSX def2/J DEFGRID3
* xyz 0 1
C -1.49 -0.80 -1.16
C -1.32 2.18 0.27
C -0.97 -0.02 -0.29
C 1.68 -1.27 0.98
C 1.24 -0.10 0.13
N -1.40 0.93 0.47
I 1.97 -0.46 -1.78
H -2.64 -0.76 -1.14
H -0.97 -1.49 -1.88
H -1.87 2.74 1.04
H -0.78 2.62 -0.60
H 1.20 -1.15 1.95
H 2.78 -1.31 1.03
H 1.33 -2.09 0.39
H 1.24 0.98 0.59
*
```



5.
An isolated ion of composition C5H8IN2 and charge +1. Source: the Open Molecules 2025 dataset; level of theory: ωB97M-V with the def2-TZVPD basis set.

Properties
* energy relative to the best compared isomer or geometry (same formula, charge and spin): 266.56 kJ/mol
* orbital gap: 8.61 eV
* E_HOMO: -13.6666 eV

```
! wB97M-V def2-TZVPD RIJCOSX def2/J DEFGRID3
* xyz 1 1
C -0.47 -0.89 -0.08
C 1.09 1.22 -0.09
C -1.25 -1.87 0.38
C -0.89 0.60 -0.04
C 0.96 -1.06 -0.45
N 1.73 0.05 -0.04
N 1.69 2.39 -0.09
I 3.80 -0.07 0.22
H -0.98 -2.96 0.34
H -2.36 -1.92 0.49
H -1.25 0.86 -0.98
H -1.36 0.99 0.91
H 1.23 -2.02 -0.06
H 1.01 -1.20 -1.62
H 1.10 3.14 -0.04
H 2.63 2.39 0.05
*
```



6.
C5H8IN2S as an isolated structure. Source: the Open Molecules 2025 dataset; level of theory: ωB97M-V with the def2-TZVPD basis set.

Properties
* energy relative to the best compared isomer or geometry (same formula, charge and spin): 64.64 kJ/mol
* orbital gap: 7.81 eV
* E_HOMO: -12.9414 eV

```
! wB97M-V def2-TZVPD RIJCOSX def2/J DEFGRID3
* xyz 1 1
C -0.34 -1.50 0.88
C 0.74 -1.65 0.13
C -1.26 -0.35 0.82
C -1.10 0.64 -0.27
C -0.08 0.43 -1.38
N -2.06 -0.21 1.79
N -0.25 1.22 -2.46
S 1.17 -0.70 -1.32
I 3.91 -0.32 0.34
H -0.48 -2.23 1.70
H 1.28 -2.65 0.05
H -1.98 0.49 -0.80
H -1.02 1.62 0.14
H -2.70 0.60 1.79
H -0.77 2.15 -2.45
H 0.06 1.06 -3.34
H 5.13 0.59 0.70
*
```



7.
C5H8IN3 as an isolated structure. Source: the Open Molecules 2025 dataset; level of theory: ωB97M-V with the def2-TZVPD basis set.

Properties
* energy relative to the best compared isomer or geometry (same formula, charge and spin): 1.33 kJ/mol
* orbital gap (alpha / beta): 6.97 / 4.79 eV
* E_HOMO (alpha / beta): -6.8809 / -8.3602 eV

```
! wB97M-V def2-TZVPD RIJCOSX def2/J DEFGRID3
* xyz 0 3
C 0.94 -0.61 -0.38
C 0.25 -1.17 0.71
C 0.32 0.58 -0.70
C 0.54 -2.55 1.28
C 0.57 1.74 -1.59
N -0.71 -0.35 1.11
N -0.59 0.68 0.27
N -1.79 2.03 0.51
I -3.29 1.80 -0.70
H 1.74 -1.16 -0.89
H 1.08 -2.59 2.24
H -0.27 -3.37 1.41
H 1.27 -3.00 0.57
H 0.62 2.63 -0.90
H 1.61 1.75 -2.03
H -0.14 2.09 -2.26
H -2.14 1.50 1.36
*
```



8.
An isolated molecule of C5H8IN3O. Source: the Open Molecules 2025 dataset; level of theory: ωB97M-V with the def2-TZVPD basis set.

Properties
* energy relative to the best compared isomer or geometry (same formula, charge and spin): 0.00 kJ/mol
* orbital gap: 8.84 eV
* E_HOMO: -8.3860 eV

```
! wB97M-V def2-TZVPD RIJCOSX def2/J DEFGRID3
* xyz 0 1
C 2.10 -0.79 2.46
C 1.51 -0.52 1.32
N 0.32 0.21 1.05
C -0.62 0.71 1.95
N -0.22 0.23 -0.14
C -0.14 0.22 -1.37
I 1.66 -0.33 -2.48
C -1.49 0.31 -2.27
N -1.46 -0.02 -3.55
O -2.53 0.58 -1.69
H 3.06 -1.20 2.28
H 1.76 -0.71 3.42
H 1.93 -0.96 0.40
H -1.62 0.64 1.54
H -0.56 0.24 2.94
H -0.76 1.79 2.06
H -0.58 -0.35 -3.88
H -2.36 -0.05 -4.05
*
```



9.
An isolated molecule of C5H8IOP. Source: the Open Molecules 2025 dataset; level of theory: ωB97M-V with the def2-TZVPD basis set.

Properties
* energy relative to the best compared isomer or geometry (same formula, charge and spin): 71.37 kJ/mol
* orbital gap: 9.12 eV
* E_HOMO: -8.5611 eV

```
! wB97M-V def2-TZVPD RIJCOSX def2/J DEFGRID3
* xyz 0 1
C -2.25 0.51 -1.16
P -0.90 0.89 0.01
O -0.49 2.29 0.15
C -0.82 -0.26 1.39
C 0.27 -0.51 0.24
C 1.70 -0.20 0.40
C 2.70 -0.72 -0.33
I 4.70 -0.13 -0.11
H -3.18 0.86 -0.72
H -2.06 1.07 -2.08
H -2.30 -0.55 -1.36
H -1.51 -1.08 1.52
H -0.41 0.13 2.32
H 0.08 -1.41 -0.34
H 1.92 0.58 1.13
H 2.55 -1.48 -1.08
*
```



10.
C5H8KN2OSe2Te2 as an isolated structure. Source: the Open Molecules 2025 dataset; level of theory: ωB97M-V with the def2-TZVPD basis set.

Properties
* orbital gap: 5.41 eV
* E_HOMO: -3.1740 eV

```
! wB97M-V def2-TZVPD RIJCOSX def2/J DEFGRID3
* xyz -1 1
K -3.57 -0.20 0.84
Se -6.43 0.76 0.83
Te -5.33 2.69 2.02
Te -3.72 1.57 3.89
Se -1.54 1.18 2.69
N -1.75 -1.43 -0.57
C -0.81 -0.75 -0.61
N 0.26 0.06 -0.67
C 1.06 0.30 0.55
C 2.26 -0.61 0.55
O 3.02 -0.48 -0.65
C 2.24 -0.85 -1.78
C 1.04 0.06 -1.92
H 0.43 0.16 1.42
H 1.37 1.34 0.52
H 1.95 -1.65 0.69
H 2.94 -0.34 1.37
H 1.91 -1.89 -1.68
H 2.89 -0.77 -2.65
H 0.40 -0.23 -2.74
H 1.37 1.09 -2.09
*
```



11.
C5H8MgO5Tl as an isolated structure. Source: the Open Molecules 2025 dataset; level of theory: ωB97M-V with the def2-TZVPD basis set.

Properties
* energy relative to the best compared isomer or geometry (same formula, charge and spin): 194.10 kJ/mol
* orbital gap: 6.68 eV
* E_HOMO: -12.3025 eV

```
! wB97M-V def2-TZVPD RIJCOSX def2/J DEFGRID3
* xyz 1 1
C -2.15 1.32 -0.53
O -3.30 1.44 -0.98
O -1.17 2.07 -0.82
Tl -5.35 1.38 -0.68
O -0.81 -0.41 -1.62
C -0.77 -1.58 -0.89
C -0.33 -1.26 0.50
O 0.69 -0.46 0.42
C 1.74 -0.09 1.35
C 2.76 0.61 0.44
O 2.14 1.51 -0.41
Mg 0.50 1.08 -1.31
H -0.12 -2.42 -1.24
H -1.78 -2.04 -0.79
H -0.28 -2.06 1.25
H -1.96 0.39 0.42
H 2.10 -1.00 1.84
H 1.28 0.61 2.05
H 3.31 -0.18 -0.11
H 3.49 1.09 1.11
*
```



12.
An isolated ion of composition C5H8N and charge +1. Source: the Open Molecules 2025 dataset; level of theory: ωB97M-V with the def2-TZVPD basis set.

Properties
* energy relative to the best compared isomer or geometry (same formula, charge and spin): 312.67 kJ/mol
* orbital gap: 9.05 eV
* E_HOMO: -14.4583 eV

```
! wB97M-V def2-TZVPD RIJCOSX def2/J DEFGRID3
* xyz 1 1
C 0.55 1.22 -2.14
N 1.00 0.50 -1.22
C 1.17 -0.20 -0.23
C 0.11 -0.42 0.73
C 0.30 -0.95 1.94
C -1.32 -0.18 0.25
H 0.23 0.95 -3.14
H 0.09 2.18 -1.88
H 2.07 -0.40 0.32
H 1.06 -1.55 2.28
H -0.41 -0.74 2.73
H -2.04 -0.42 1.01
H -1.40 -0.87 -0.60
H -1.41 0.87 -0.05
*
```



13.
A 2-piece molecular cluster, C5H8N overall. Source: the Open Molecules 2025 dataset; level of theory: ωB97M-V with the def2-TZVPD basis set.

Properties
* energy relative to the best compared isomer or geometry (same formula, charge and spin): 698.22 kJ/mol
* orbital gap (alpha / beta): 8.01 / 8.01 eV
* E_HOMO (alpha / beta): -13.7147 / -13.7139 eV

```
! wB97M-V def2-TZVPD RIJCOSX def2/J DEFGRID3
* xyz 1 1
C 2.91 0.79 -0.04
C 1.75 0.52 0.10
C -1.61 1.68 -0.08
C -1.29 0.47 0.38
C -0.31 -0.39 -0.37
N -0.10 -1.71 0.10
H 3.91 0.75 -0.39
H -2.23 2.26 0.60
H -1.36 2.23 -1.07
H -1.74 0.13 1.35
H 0.02 -0.29 -1.42
H -0.19 -1.86 1.12
H 0.89 -2.11 -0.13
H -0.64 -2.49 -0.16
*
```



14.
An isolated ion of composition C5H8N and charge +1. Source: the Open Molecules 2025 dataset; level of theory: ωB97M-V with the def2-TZVPD basis set.

Properties
* energy relative to the best compared isomer or geometry (same formula, charge and spin): 414.61 kJ/mol
* orbital gap: 11.59 eV
* E_HOMO: -16.0961 eV

```
! wB97M-V def2-TZVPD RIJCOSX def2/J DEFGRID3
* xyz 1 1
C 1.67 0.41 0.88
C 0.91 1.73 0.71
C 0.37 0.43 0.26
N -0.51 -0.30 -0.24
C -1.73 -0.44 -1.05
C -0.86 -1.63 -0.73
H 2.65 0.24 0.19
H 1.87 -0.08 1.96
H 0.44 2.08 1.60
H 1.37 2.43 0.04
H -1.95 -0.20 -2.07
H -2.69 -0.36 -0.36
H -1.26 -2.24 0.19
H -0.25 -2.06 -1.40
*
```